{"formula": "C27H34Br2Cl3N2O5Sn", "method": "ωB97M-V with the def2-TZVPD basis set", "elements": ["Sn", "C", "C", "C", "C", "C", "C", "Br", "C", "C", "Br", "C", "O", "C", "N", "H", "H", "H", "H", "H", "H", "Cl", "C", "Cl", "H", "H", "C", "C", "C", "C", "H", "H", "H", "H", "H", "H", "H", "H", "H", "C", "C", "C", "C", "C", "C", "C", "C", "C", "C", "C", "C", "N", "H", "H", "H", "H", "H", "H", "H", "H", "H", "H", "H", "H", "H", "H", "H", "H", "H", "O", "Cl", "O", "O", "O"], "coordinates": [[0.55243, -0.23239, -0.15366], [-1.14598, 3.21986, -1.05395], [0.34394, 3.23537, -1.19740], [0.98021, 4.29105, -1.89061], [2.33691, 4.33499, -1.98772], [3.11857, 3.33926, -1.36500], [4.53396, 3.29375, -1.36572], [5.54124, 4.61981, -2.28617], [5.20191, 2.30637, -0.70494], [4.48613, 1.31964, -0.01047], [5.44015, -0.04530, 0.89278], [3.09766, 1.28041, 0.02839], [2.41382, 0.39508, 0.66943], [2.41563, 2.32518, -0.68398], [1.05224, 2.27732, -0.62974], [-1.59249, 4.09323, -1.52718], [-1.40978, 3.21207, 0.00348], [-1.57083, 2.32995, -1.51123], [0.36905, 5.06671, -2.33537], [2.82671, 5.13748, -2.52267], [6.28247, 2.27742, -0.71232], [0.56624, 2.59916, 2.24453], [0.82907, 1.90331, 3.86158], [1.53254, 0.28692, 3.87055], [-0.13178, 1.85333, 4.35531], [1.51237, 2.55583, 4.38565], [2.64586, -3.52571, -2.44965], [2.23035, -2.07426, -2.18246], [3.42681, -1.14486, -2.34050], [1.60678, -2.00330, -0.79020], [3.10852, -3.61074, -3.43847], [1.77772, -4.18965, -2.42626], [3.36849, -3.86947, -1.70177], [1.48944, -1.80539, -2.92468], [4.16576, -1.31592, -1.55068], [3.11159, -0.10268, -2.29746], [3.91270, -1.29877, -3.30856], [2.34413, -2.05593, 0.01326], [0.81829, -2.74784, -0.66053], [-3.74537, 1.69644, -0.51866], [-2.89655, 1.34272, 0.70705], [-3.17718, 2.30383, 1.86601], [-3.10480, -0.09324, 1.13931], [-4.39139, -0.55142, 1.39181], [-4.64055, -1.85774, 1.78716], [-3.56793, -2.72519, 1.91400], [-2.26750, -2.31932, 1.64001], [-1.12262, -3.30214, 1.82068], [-0.92948, -3.64898, 3.29860], [-1.32830, -4.56893, 0.98255], [-1.99538, -0.96554, 1.29100], [-0.66233, -0.56962, 1.29084], [-3.56463, 2.72979, -0.83393], [-4.81200, 1.59758, -0.30031], [-3.50351, 1.03412, -1.35242], [-1.84548, 1.43456, 0.44674], [-4.22445, 2.23588, 2.17751], [-2.97128, 3.34206, 1.57659], [-2.54726, 2.05777, 2.72504], [-5.22770, 0.13529, 1.29071], [-5.65339, -2.19766, 1.97275], [-3.75267, -3.74988, 2.22663], [-0.21943, -2.80695, 1.47801], [-1.81866, -4.14470, 3.70159], [-0.75291, -2.74047, 3.88127], [-0.07206, -4.31856, 3.43525], [-2.20695, -5.13061, 1.31447], [-0.45726, -5.22878, 1.06224], [-1.47188, -4.31239, -0.07088], [-0.62923, -1.70292, -3.80414], [-0.94692, -0.45487, -3.15890], [-1.60673, -0.70628, -1.87259], [-1.77475, 0.37051, -3.99888], [0.29975, 0.28434, -2.82271]], "forces_ev_per_angstrom": [[0.1, -0.1, 0.1], [0.4, 0.1, -0.2], [0.1, -0.1, 0.1], [0.0, 0.1, 0.1], [0.0, 0.0, 0.0], [0.0, 0.0, 0.0], [0.0, 0.0, 0.0], [0.0, 0.0, 0.0], [-0.1, 0.0, 0.0], [-0.1, -0.2, 0.1], [0.0, 0.1, 0.0], [0.3, 0.3, 0.0], [-0.3, -0.3, 0.1], [-0.2, 0.1, 0.0], [0.1, -0.1, -0.6], [0.0, 0.0, 0.0], [0.1, 0.1, -0.1], [0.1, -0.1, -0.1], [0.0, -0.1, 0.0], [0.0, 0.0, 0.0], [0.0, 0.0, 0.0], [0.1, -0.1, 0.4], [-0.1, 0.1, -0.1], [0.0, 0.0, -0.1], [-0.1, 0.0, 0.0], [0.0, 0.1, 0.0], [0.0, 0.0, -0.1], [0.3, -0.4, 0.3], [-0.1, 0.0, 0.0], [-0.4, 0.5, -0.6], [0.0, 0.0, 0.1], [0.1, 0.0, 0.0], [0.0, 0.0, 0.0], [-0.1, 0.0, -0.1], [0.0, 0.0, -0.1], [0.0, 0.1, 0.0], [0.0, 0.0, 0.1], [0.0, -0.2, 0.0], [0.2, -0.2, 0.0], [0.0, 0.0, 0.1], [-0.3, -0.2, 0.2], [0.1, 0.0, 0.0], [0.1, 0.0, -0.1], [0.0, -0.1, 0.0], [0.0, 0.1, 0.0], [0.1, -0.1, -0.1], [0.0, 0.1, 0.2], [-0.3, -0.2, 0.0], [0.1, 0.0, 0.0], [0.1, 0.1, 0.0], [0.5, -0.2, 0.2], [-0.5, 0.6, 0.0], [-0.2, -0.1, 0.1], [0.0, 0.0, 0.0], [0.0, 0.0, 0.0], [0.0, -0.2, 0.1], [0.1, 0.0, 0.0], [-0.1, -0.1, 0.1], [0.0, 0.0, 0.0], [0.1, 0.0, 0.0], [0.0, 0.0, 0.0], [0.0, 0.0, 0.0], [0.1, 0.1, 0.0], [0.0, 0.0, 0.0], [0.0, -0.1, 0.0], [-0.1, 0.0, 0.0], [0.0, 0.0, 0.0], [-0.1, 0.0, 0.0], [0.0, 0.0, 0.1], [-0.1, 0.5, 0.2], [0.0, 0.3, 0.4], [0.2, 0.0, -0.5], [0.3, -0.3, 0.3], [-0.5, -0.3, -0.1]], "mulliken_charge": [0.83, 0.01, 0.38, -1.21, -1.20, 0.91, -0.06, -0.27, -0.36, 0.03, -0.20, 0.18, -0.73, -0.15, 0.72, 0.35, -0.11, -0.11, 0.45, 0.35, 0.42, 0.01, -0.53, -0.10, 0.31, 0.39, -1.82, 1.65, -1.26, -1.41, 0.45, 0.38, 0.36, -0.32, 0.20, 0.16, 0.47, 0.69, 0.30, -1.64, 4.38, -1.67, -0.49, -0.49, -1.61, -0.05, 0.64, 1.20, -1.55, -1.71, -0.33, 0.66, 0.34, 0.46, 0.26, -2.41, 0.39, 0.37, 0.25, 0.27, 0.34, 0.31, -0.37, 0.31, 0.36, 0.42, 0.38, 0.44, 0.35, -0.70, 1.73, -0.61, -0.71, -0.65], "energy_ha": -8277.6904, "gap_ev": 6.2, "total_charge": -1, "mol_weight_g_mol": 851.5, "e_above_lowest_kj_mol": 209.7, "lumo_ev": 1.872, "homo_energy_ev": -4.3}